(1)
74
Properties=species:S:1:pos:R:3 method="wB97M-V/def2-TZVPD" charge=+2 lumo_ev="-8.29 / -10.53" homo_lumo_gap_ev="5.73 / 3.45" multiplicity=4 total_energy_ha=-3608.52069 max_force_ev_per_a=9.63 s2=3.84
C 1.17570 -2.75839 -2.65011
C 0.04060 -2.96059 -1.85181
C -1.03540 -3.69319 -2.36791
C -0.97450 -4.21759 -3.65991
C 0.16300 -4.02419 -4.44281
C 1.23980 -3.29479 -3.93361
P 0.03270 -2.28829 -0.14911
C -1.40200 -3.10389 0.62879
C -2.51320 -2.30909 0.94079
C -3.64680 -2.88249 1.51049
C -3.67360 -4.25109 1.78669
C -2.56430 -5.04409 1.49149
C -1.43020 -4.47399 0.91259
Cr 0.00000 0.00001 0.02069
P -0.03000 2.29411 0.00909
C -1.10800 3.01151 -1.28461
C -0.60700 3.79241 -2.33371
C -1.47360 4.30811 -3.29871
C -2.84210 4.05181 -3.22061
C -3.34520 3.27391 -2.17491
C -2.48530 2.74881 -1.21331
C -0.63230 3.04561 1.55839
C 0.12760 2.83811 2.71759
C -0.26880 3.40401 3.92589
C -1.43610 4.16831 3.98949
C -2.20390 4.36561 2.84169
C -1.80380 3.80761 1.62699
C 1.57460 3.12791 -0.27691
C 2.73730 2.34951 -0.36541
C 3.96700 2.94691 -0.63221
C 4.05280 4.33081 -0.79781
C 2.90220 5.11291 -0.69941
C 1.66720 4.51561 -0.44431
C 1.47820 -3.10539 0.62139
C 2.14610 -4.17729 0.01539
C 3.24010 -4.76889 0.64839
C 3.67090 -4.29829 1.88849
C 3.00710 -3.22959 2.49549
C 1.91950 -2.62889 1.86579
H 1.01650 2.21461 2.66619
H 0.32260 3.23531 4.82129
H -1.75210 4.59961 4.93519
H -3.11890 4.94941 2.89139
H -2.40540 3.95501 0.73499
H 0.45720 3.99631 -2.39841
H -1.07620 4.91031 -4.11111
H -3.51470 4.45371 -3.97341
H -4.41030 3.06901 -2.11161
H -2.86860 2.13481 -0.40181
H 2.67090 1.27611 -0.21521
H 4.86080 2.33301 -0.70141
H 5.01380 4.79751 -0.99541
H 2.96330 6.19091 -0.82011
H 0.77410 5.12801 -0.36991
H 1.81350 -4.54879 -0.94881
H 3.75400 -5.59819 0.17019
H 4.52300 -4.76029 2.37929
H 3.34130 -2.85759 3.46009
H 1.40230 -1.79189 2.32899
H -2.47120 -1.23949 0.75169
H -4.50280 -2.25959 1.75399
H -4.55390 -4.69649 2.24169
H -2.57820 -6.10699 1.71679
H -0.56390 -5.08969 0.68959
H -1.92150 -3.84939 -1.76091
H -1.81840 -4.77769 -4.05281
H 0.20890 -4.43349 -5.44821
H 2.12670 -3.13589 -4.54081
H 2.00300 -2.17289 -2.25971
H -0.51350 0.03581 -1.43571
H 1.15160 0.05561 -1.00791
S 0.00000 0.00001 4.95629
C 0.00000 0.00001 3.33629
N 0.00000 0.00001 2.02069

***

(2)
111
Properties=species:S:1:pos:R:3 method="wB97M-V/def2-TZVPD" charge=0 lumo_ev="-2.76 / -2.79" homo_lumo_gap_ev="5.04 / 5.01" multiplicity=2 total_energy_ha=-4960.60294 max_force_ev_per_a=0.95 s2=0.81
Fe 0.21192 -0.22905 -0.33360
C 3.95672 0.97281 -2.29365
C 2.90787 0.71841 -3.33359
N 3.14740 1.17536 -4.54382
C 2.28433 0.90547 -5.53153
C 1.22427 0.04237 -5.38319
C 0.41161 -0.33856 -6.59241
O 0.65462 -1.67661 -7.02838
C 0.97105 -0.49356 -4.10275
C 0.09627 -1.65322 -3.99429
N 0.00561 -2.30662 -2.90912
C -0.58138 -3.55453 -2.81761
C -0.20851 -4.58806 -3.68104
C -0.63114 -5.88558 -3.46553
C -1.41904 -6.18894 -2.36415
C -1.81086 -5.17521 -1.50871
C -1.40470 -3.86159 -1.72968
I 1.35057 -2.35364 0.55125
C 1.72730 -0.02335 -3.00598
O 1.46673 -0.27179 -1.75448
H 4.93585 0.76749 -2.72549
H 3.80661 0.34937 -1.41439
H 3.94690 2.02317 -1.99542
H 2.49566 1.35862 -6.49480
H 0.62781 0.37013 -7.39734
H -0.65767 -0.28309 -6.38719
H 1.57985 -1.73811 -7.28768
H -0.39323 -1.99897 -4.90799
H 0.45424 -4.34962 -4.50312
H -0.32610 -6.66773 -4.14785
H -1.73153 -7.20559 -2.17198
H -2.42186 -5.42252 -0.65050
O -5.97502 -2.76877 -3.08408
C -5.63880 -2.54232 -1.92433
O -6.24091 -2.51299 -0.83617
C -4.15794 -2.16673 -1.71751
C -3.35748 -2.95647 -0.91056
C -1.91369 -2.74168 -0.76729
N -1.47213 -1.41385 -1.09157
C -2.24797 -0.66707 -1.79499
C -3.55097 -1.05753 -2.24753
C -1.70409 0.71564 -2.10825
O -2.07884 1.30339 -3.09747
O -0.87603 1.13260 -1.20554
H -3.79400 -3.83392 -0.45007
H -1.52121 -2.98780 0.22152
H -4.05333 -0.42284 -2.96799
C -1.20086 1.47227 2.64805
N 0.08120 2.09405 2.81988
C 0.55050 2.75267 1.62634
P 1.38916 1.66177 0.38584
C 2.92004 1.21204 1.26117
C 2.78184 0.31144 2.31524
C 3.86990 -0.04242 3.09465
C 5.12037 0.48934 2.81831
C 5.27401 1.37219 1.75864
C 4.18182 1.73379 0.98414
C 1.77785 2.95800 -0.83089
C 1.29490 2.94811 -2.13593
C 1.61265 3.98110 -3.00653
C 2.40066 5.03744 -2.58466
C 2.85768 5.07757 -1.27392
C 2.54298 4.04985 -0.40221
C 0.46798 2.61822 4.07487
C 1.81377 2.92134 4.30015
C 2.22735 3.41205 5.52650
C 1.31908 3.59889 6.55909
C -0.01588 3.30327 6.33955
C -0.44552 2.82794 5.10830
P -1.18134 -0.11926 1.68009
C -0.85493 -1.33109 3.00933
C -1.28374 -2.65661 2.93813
C -0.94937 -3.56723 3.92372
C -0.16175 -3.17436 4.99630
C 0.26905 -1.86173 5.08300
C -0.07787 -0.94504 4.09982
C -2.98289 -0.16587 1.36745
C -3.49525 0.79783 0.49551
C -4.85507 0.86993 0.24085
C -5.72730 -0.01625 0.85751
C -5.23634 -0.93995 1.76303
C -3.87580 -1.01032 2.02911
H -1.91337 2.13060 2.13359
H -1.64034 1.19770 3.60406
H 1.26672 3.52701 1.89217
H -0.27694 3.24605 1.09566
H 1.82031 -0.13215 2.52734
H 3.73808 -0.74823 3.90448
H 5.97665 0.20644 3.41667
H 6.24959 1.77780 1.52475
H 4.32761 2.41295 0.15734
H 0.65624 2.14958 -2.47062
H 1.24123 3.94647 -4.02202
H 2.65355 5.83564 -3.27018
H 3.45931 5.90846 -0.92956
H 2.91111 4.09960 0.61479
H 2.54477 2.74411 3.52193
H 3.27635 3.63196 5.67839
H 1.64809 3.97210 7.51920
H -0.74290 3.45803 7.12634
H -1.50029 2.64342 4.96080
H -1.89850 -2.98848 2.11438
H -1.29667 -4.58915 3.84878
H 0.11115 -3.88968 5.76071
H 0.87800 -1.53992 5.91781
H 0.27919 0.07121 4.19577
H -2.82537 1.50046 0.01756
H -5.23106 1.61247 -0.45148
H -6.78211 0.00703 0.62646
H -5.91158 -1.62910 2.25062
H -3.52247 -1.73030 2.75166

***

(3)
62
Properties=species:S:1:pos:R:3 method="wB97M-V/def2-TZVPD" charge=+4 lumo_ev="-14.79 / -16.76" homo_lumo_gap_ev="6.36 / 4.91" multiplicity=5 total_energy_ha=-1938.70486 max_force_ev_per_a=5.32 s2=6.05
Ru -0.05578 0.73517 -0.78460
P 1.05154 -0.18156 1.00443
P 1.51519 2.22112 -1.05693
P -0.84660 -1.63795 -0.97803
H -0.99657 3.51963 -4.15517
C -1.04094 2.62150 -3.48109
C -1.80756 2.37889 -2.38990
H -1.83346 3.13543 -1.56017
C 2.21298 -1.50665 0.43393
C 2.14181 0.74442 2.18401
C 0.07797 -0.97808 2.39010
C 1.83930 3.42996 -2.36699
C 1.24396 3.34851 0.40285
C 3.29197 1.67042 -0.82944
C -2.60107 -1.88433 -1.59168
C -1.13113 -2.93206 0.33436
C 0.17998 -2.67515 -2.13329
H -0.55150 1.78223 -3.98845
H -2.61046 1.62445 -2.44155
H 3.14611 -1.51676 1.01878
H 2.52420 -1.37089 -0.60989
H 1.80802 -2.52896 0.49940
H 2.77838 0.03592 2.74451
H 1.48174 1.25672 2.89726
H 2.77729 1.49721 1.71388
H 0.19032 -2.07583 2.43545
H -0.98576 -0.70816 2.28738
H 0.41877 -0.55108 3.34757
H 2.83912 3.89318 -2.20660
H 1.07372 4.24488 -2.38371
H 1.81846 2.92941 -3.35307
H 2.09158 4.04646 0.50733
H 1.12031 2.80216 1.35012
H 0.31008 3.90280 0.22346
H 3.97438 2.51281 -1.05141
H 3.49524 0.86863 -1.55648
H 3.55818 1.27011 0.16256
H -3.17188 -2.61998 -1.01478
H -2.62641 -2.25578 -2.62091
H -3.14272 -0.93583 -1.52075
H -1.78882 -3.73378 -0.04720
H -1.61860 -2.46011 1.19897
H -0.18416 -3.38594 0.64525
H -0.42496 -3.06605 -2.96288
H 0.62689 -3.52032 -1.59384
H 0.99156 -2.06615 -2.54503
C -1.62826 -0.72219 -4.39338
C -0.41651 -1.25350 -5.02732
C -0.59785 -2.05636 -6.13567
C -1.74482 -1.83522 -6.91137
C -2.81640 -1.08626 -6.45661
C -2.85017 -0.55193 -5.18543
O -1.57138 -0.32332 -3.18430
H 0.04051 0.61638 -2.46286
H 0.52318 -1.26288 -4.45663
H 0.24939 -2.67534 -6.43569
H -1.75596 -2.29163 -7.89430
H -3.64066 -0.85255 -7.11047
H -3.71283 -0.08685 -4.67036
O -2.07178 1.14798 0.52740
H -2.83914 1.50914 0.02230
H -1.97187 1.69639 1.34826

***

(4)
6
Properties=species:S:1:pos:R:3 method="wB97M-V/def2-TZVPD" charge=0 lumo_ev="-2.46 / -2.46" smiles="O=C(O)OCl" homo_lumo_gap_ev="7.88 / 7.88" total_energy_ha=-724.45940 max_force_ev_per_a=4.02
O -1.00299 -1.68808 -0.16241
C -0.74424 -0.56966 -0.09409
O -1.22903 0.57929 0.11878
O 0.84619 -0.03527 -0.00725
Cl 2.68174 0.51411 0.14396
H -0.55167 1.19961 0.00102

***

(5)
10
Properties=species:S:1:pos:R:3 method="wB97M-V/def2-TZVPD" charge=0 lumo_ev="-1.64 / -0.98" homo_lumo_gap_ev="7.59 / 8.48" total_energy_ha=-1137.99662 max_force_ev_per_a=3.32
C -1.46791 -0.75386 -0.69232
C -2.21819 0.18969 -0.06506
C 0.11372 0.36655 0.24909
N -0.12174 -0.62146 -0.49176
N 2.38836 0.97099 0.77513
N 2.93217 0.03425 0.38395
S -1.20147 1.28682 0.81674
Cl 4.68620 -0.22339 0.39835
H -1.82739 -1.55632 -1.30787
H -3.28376 0.30672 -0.06625

***

(6)
63
Properties=species:S:1:pos:R:3 method="wB97M-V/def2-TZVPD" charge=-1 lumo_ev=2.00 homo_lumo_gap_ev=4.65 total_energy_ha=-2532.62992 max_force_ev_per_a=0.62
C 2.04401 -2.77256 -3.68690
C 1.29761 -1.82631 -3.63408
C 0.31135 -0.70335 -3.61106
N -0.91874 -1.03734 -2.96122
C -1.83614 -1.60253 -3.90403
C -3.12173 -1.83427 -3.16318
O -3.71280 -2.88723 -3.05689
H 2.70636 -3.60780 -3.65586
H 0.80922 0.13687 -3.10150
H 0.19757 -0.40695 -4.67903
H -1.54125 -2.57004 -4.36286
H -2.06273 -0.91496 -4.76180
H -3.51119 -0.92782 -2.65185
C -1.84350 -0.27719 0.17908
C -0.44891 0.23703 0.47639
O -0.71439 1.48414 1.11259
C -1.93940 1.40194 1.69843
O -2.34635 2.18269 2.49887
O -2.61174 0.33121 1.24576
F 0.23837 0.44326 -0.64943
H -2.17382 0.09073 -0.79293
H -1.93902 -1.35647 0.20888
H 0.13742 -0.38504 1.15683
C 4.84145 -4.81160 -0.18635
C 5.03050 -3.45675 -0.84276
O 3.94403 -2.71546 -0.31820
C 3.60393 -3.24967 0.87327
O 2.90729 -2.73547 1.68675
O 4.19090 -4.46005 1.03573
F 4.94085 -3.52355 -2.18628
H 4.17675 -5.43096 -0.79044
H 5.76736 -5.33943 0.02044
H 5.95844 -2.94499 -0.57949
C 4.18858 -1.90116 4.64741
C 4.78790 -3.19358 4.13789
O 5.37905 -3.73892 5.30286
C 4.70626 -3.25409 6.38389
O 4.80438 -3.67943 7.48506
O 3.90838 -2.22782 6.01298
F 5.75839 -2.98454 3.20944
H 4.92771 -1.09879 4.61264
H 3.28481 -1.60708 4.12453
H 4.06124 -3.89646 3.73308
C -5.64728 3.75946 -0.78437
C -5.18761 2.53792 -0.01140
O -5.44896 1.49166 -0.93111
C -5.41858 2.00408 -2.19098
O -5.39208 1.36623 -3.18627
O -5.42651 3.36159 -2.13852
F -5.91535 2.33450 1.10970
H -6.71442 3.92638 -0.62374
H -5.09385 4.66138 -0.55158
H -4.12885 2.53447 0.25173
C -0.76285 4.83011 -0.27610
C -0.82735 6.32202 -0.02092
O -2.20068 6.52449 0.24987
C -2.71077 5.35462 0.73678
O -3.76112 5.25916 1.27961
O -1.84352 4.34916 0.52535
F -0.47098 7.05544 -1.10317
H -0.95968 4.60906 -1.32641
H 0.16425 4.35817 0.03343
H -0.24473 6.66464 0.83629

***

(7)
6
Properties=species:S:1:pos:R:3 method="wB97M-V/def2-TZVPD" charge=0 lumo_ev=-1.55 smiles=[O-][N+]#CBr.BrBr homo_lumo_gap_ev=8.12 total_energy_ha=-7890.00904 max_force_ev_per_a=2.34
O -2.18169 -1.80953 0.20498
N -1.68118 -0.74459 0.02454
C -1.16153 0.26181 -0.14020
Br -0.85259 1.95101 -0.31172
Br 2.04228 0.35358 0.78121
Br 3.83470 -0.01228 -0.55880

***

(8)
112
Properties=species:S:1:pos:R:3 method="wB97M-V/def2-TZVPD" charge=0 lumo_ev=0.67 smiles=COC[C@H](C)N.COC[C@H](C)N.COC[C@H](C)N.COC[C@H](C)N.COC[C@H](C)N.CO.CO.CO.O.O.O homo_lumo_gap_ev=9.71 total_energy_ha=-2021.38240 max_force_ev_per_a=2.17
C 1.04202 -2.60128 4.39110
O 1.75502 -3.79338 4.67227
C 1.94867 -3.97029 6.05307
C 2.80394 -5.18672 6.33699
C 4.26710 -5.07844 5.96562
N 2.23370 -6.41971 5.80340
H 0.06226 -2.57798 4.89592
H 0.89306 -2.51552 3.31891
H 1.60795 -1.74749 4.79478
H 2.49231 -3.13581 6.52413
H 0.95600 -4.07892 6.51023
H 2.76109 -5.20581 7.44785
H 4.67965 -4.13078 6.31005
H 4.41429 -5.12666 4.87844
H 4.81197 -5.96166 6.30251
H 1.32748 -6.58418 6.22227
H 2.83546 -7.21762 5.90601
C 4.85903 4.28179 3.82053
O 4.18472 3.31658 3.08631
C 4.40788 2.02052 3.54858
C 3.46866 1.10493 2.76579
C 3.67163 -0.35281 3.14412
N 3.61781 1.22888 1.28277
H 4.29863 5.20519 3.76367
H 5.90031 4.42732 3.49454
H 4.97759 3.96269 4.86948
H 5.47400 1.76693 3.47171
H 4.08120 1.94011 4.60193
H 2.46145 1.46099 3.03381
H 4.64201 -0.64270 2.72684
H 2.91238 -1.00195 2.72177
H 3.72558 -0.51796 4.22170
H 4.44324 0.71497 0.99176
H 3.77998 2.21366 1.05709
C -5.55621 4.38441 -1.44429
O -4.67543 3.46804 -2.06592
C -3.33174 3.63135 -1.67696
C -2.41566 3.03115 -2.74747
C -0.97668 3.17619 -2.29456
N -2.57820 3.71932 -4.07023
H -5.27062 5.42939 -1.66521
H -5.59173 4.24881 -0.35729
H -6.54660 4.29605 -1.89550
H -3.05791 4.69911 -1.54984
H -3.10312 3.22724 -0.67414
H -2.65324 1.96703 -2.85916
H -0.73536 2.42520 -1.53411
H -0.76876 4.15451 -1.85430
H -0.25437 3.03465 -3.09869
H -3.52451 3.55503 -4.40194
H -2.49249 4.71541 -3.86036
C -6.96586 -2.56657 -3.14093
O -5.85481 -2.26431 -2.33211
C -5.76015 -0.90890 -2.02210
C -5.23920 -0.71887 -0.63140
C -4.90376 0.78256 -0.42857
N -3.97568 -1.46744 -0.38097
H -7.90720 -2.44427 -2.59398
H -6.89522 -3.59287 -3.49254
H -6.96442 -1.91598 -4.02666
H -5.19601 -0.27219 -2.72386
H -6.76354 -0.44188 -2.06709
H -5.92894 -0.97643 0.17458
H -5.84669 1.32902 -0.36386
H -4.23940 1.15802 -1.19737
H -4.40172 0.82448 0.53956
H -3.22883 -0.99792 -0.91867
H -4.05776 -2.40086 -0.79933
C 3.58937 1.92409 -6.79954
O 3.00311 1.59230 -5.60030
C 1.77603 0.96513 -5.77083
C 1.09936 0.78320 -4.43422
C 1.84447 -0.18607 -3.53907
N -0.31180 0.33495 -4.57652
H 4.27537 2.75813 -6.70825
H 2.83231 2.11578 -7.56396
H 4.18145 1.06633 -7.15298
H 1.09045 1.54305 -6.41698
H 1.88873 -0.02367 -6.25615
H 1.07892 1.72707 -3.87912
H 2.88507 0.11513 -3.40922
H 1.83364 -1.20159 -3.94987
H 1.41284 -0.20463 -2.53660
H -0.73227 0.86928 -5.33892
H -0.27502 -0.63862 -4.89514
C 3.35419 -3.01895 0.15057
O 2.44652 -3.96736 -0.48131
H 3.79439 -2.60137 -0.75377
H 2.69580 -2.32902 0.67572
H 4.12401 -3.49853 0.75410
H 1.90122 -4.43693 0.15559
C 0.54597 -0.02014 0.51556
O -0.87750 0.20702 0.70674
H 0.71190 -0.80891 -0.22651
H 1.03436 0.87525 0.11060
H 1.03463 -0.25929 1.45772
H -1.30024 -0.00128 -0.14798
C -1.13824 -2.08606 -2.22355
O -1.48405 -0.73979 -1.84257
H -0.04936 -2.12446 -2.24626
H -1.44247 -2.76361 -1.41855
H -1.66607 -2.43662 -3.10986
H -1.30093 -0.25171 -2.67126
O -3.00515 -0.86008 2.32294
H -2.07706 -0.71707 2.05112
H -3.36133 -1.33058 1.53991
O -1.07958 2.87121 1.66771
H -1.53079 3.03957 2.50572
H -1.05972 1.88823 1.57459
O 1.54850 3.57479 0.93742
H 0.59268 3.42997 1.16194
H 1.98002 2.74049 1.18065